[1]
The following is a DFT calculation (ωB97M-V/def2-TZVPD) of a cluster of 8 separate species, C14H44O9 in total at a distorted geometry.

Last column: Löwdin charge in e.
Atoms and positions in Å:
O: 10.972 -4.859 19.954  -0.0792
C: 11.345 -3.593 20.523  -0.2242
C: 11.296 -3.697 22.033  -0.2339
O: 12.032 -2.596 22.592  -0.0792
H: 11.312 -4.928 19.059  0.0861
H: 12.338 -3.260 20.203  0.1192
H: 10.631 -2.873 20.109  0.1208
H: 11.733 -4.647 22.337  0.1000
H: 10.292 -3.565 22.430  0.1238
H: 12.969 -2.758 22.445  0.0857
C: 11.758 -10.554 19.221  -0.0946
C: 11.851 -10.269 17.763  -0.3292
O: 11.511 -8.917 17.449  -0.0766
H: 10.794 -10.269 19.655  0.0482
H: 12.529 -10.071 19.819  0.0764
H: 11.819 -11.634 19.408  0.0837
H: 11.307 -10.988 17.138  0.1092
H: 12.903 -10.412 17.486  0.1122
H: 10.653 -8.764 17.866  0.0735
C: 6.333 -9.190 24.159  -0.0963
C: 7.371 -8.841 25.200  -0.2977
O: 6.719 -8.841 26.493  -0.0941
H: 5.387 -8.663 24.288  0.0767
H: 6.099 -10.257 24.176  0.0729
H: 6.699 -8.984 23.150  0.0446
H: 7.731 -7.829 24.990  0.0987
H: 8.175 -9.575 25.218  0.1122
H: 7.352 -9.187 27.127  0.0693
C: 11.063 -4.600 25.596  -0.0763
C: 10.532 -3.161 25.571  -0.3123
O: 10.195 -2.601 26.847  -0.0874
H: 10.659 -5.151 26.446  0.0751
H: 12.152 -4.630 25.673  0.0710
H: 10.786 -5.056 24.647  0.0436
H: 9.581 -3.130 25.042  0.1090
H: 11.276 -2.537 25.074  0.0945
H: 11.001 -2.609 27.378  0.0781
C: 6.650 -6.927 19.052  -0.0809
C: 7.056 -6.027 20.212  -0.2973
O: 7.286 -6.798 21.397  -0.0949
H: 7.449 -7.442 18.523  0.0641
H: 6.169 -6.291 18.300  0.0714
H: 5.922 -7.652 19.418  0.0674
H: 6.338 -5.222 20.372  0.1108
H: 8.018 -5.553 19.987  0.0982
H: 6.612 -6.597 22.051  0.0783
C: 6.627 -11.067 20.825  -0.0908
C: 8.152 -11.026 20.768  -0.3165
O: 8.656 -10.222 21.840  -0.0949
H: 6.107 -10.130 20.650  0.0612
H: 6.362 -11.510 21.788  0.0673
H: 6.249 -11.813 20.113  0.0714
H: 8.485 -10.766 19.759  0.0999
H: 8.509 -12.047 20.945  0.1060
H: 9.195 -9.534 21.410  0.0432
C: 14.605 -9.033 23.544  -0.1106
O: 13.242 -9.091 23.066  -0.1458
H: 15.120 -9.941 23.221  0.0788
H: 15.036 -8.125 23.142  0.0809
H: 14.602 -9.045 24.637  0.0785
H: 12.831 -9.863 23.467  0.0870
C: 10.421 -7.160 22.407  -0.1127
O: 10.808 -8.329 21.639  -0.1451
H: 10.025 -6.421 21.706  0.0537
H: 9.550 -7.414 23.019  0.0723
H: 11.320 -6.766 22.873  0.0677
H: 11.671 -8.553 22.008  0.0276

Its lowest unoccupied orbital energy is 0.39 eV. As for the SMILES: OCCO.CCO.CCO.CCO.CCO.CCO.CO.CO. For the energy relative to the best compared isomer or geometry (same formula, charge and spin), the calculation gives 0.0 kcal/mol. For the total energy, the calculation gives -33655.63761 eV. Its largest force on an atom is 0.032 hartree/bohr. Its spin multiplicity is 1. For the gap between HOMO and LUMO, the calculation gives 10.04 eV. The value obtained for the HOMO energy is -9.65 eV.

[2]
The following is a DFT calculation (ωB97M-V/def2-TZVPD) of a structure of composition C45H26AuCl2I4N4.

Last column: Löwdin charge in e.
Atoms and positions in Å:
Au: 0.082 0.261 -0.142  1.4138
I: 2.298 -4.399 -8.461  0.9027
C: 1.828 -3.402 -6.693  -0.7379
C: 1.879 -2.017 -6.649  -0.1352
C: 1.568 -1.357 -5.469  -0.0208
C: 1.206 -2.073 -4.335  -0.2288
C: 1.158 -3.462 -4.392  -0.0237
C: 1.467 -4.130 -5.567  -0.1354
C: 0.868 -1.362 -3.066  -0.0683
C: 1.825 -1.312 -2.067  -0.2113
C: 3.115 -1.928 -2.158  0.0383
C: 3.753 -1.705 -0.989  0.0367
C: 2.870 -0.941 -0.159  -0.2447
C: 3.177 -0.521 1.123  -0.0915
C: 4.507 -0.890 1.689  -0.2253
C: 5.658 -0.220 1.290  -0.0226
C: 6.893 -0.567 1.818  -0.1345
C: 6.976 -1.592 2.750  -0.7374
I: 8.827 -2.116 3.547  0.9030
C: 5.835 -2.269 3.156  -0.1338
C: 4.604 -1.914 2.625  -0.0226
C: 2.314 0.222 1.912  -0.2279
N: 1.048 0.633 1.583  -0.0238
C: 0.569 1.355 2.647  -0.2096
C: -0.678 1.951 2.751  -0.0673
C: -1.006 2.689 4.007  -0.2257
C: -1.319 1.989 5.167  -0.0240
C: -1.630 2.667 6.337  -0.1353
C: -1.624 4.055 6.345  -0.7378
I: -2.085 5.080 8.099  0.9031
C: -1.313 4.765 5.194  -0.1348
C: -1.007 4.078 4.028  -0.0218
C: -1.643 1.882 1.762  -0.2192
C: -2.959 2.434 1.881  0.0374
C: -3.624 2.142 0.742  0.0376
C: -2.732 1.396 -0.096  -0.2220
N: -1.526 1.258 0.544  -0.0376
C: -3.065 0.913 -1.350  -0.0708
C: -2.185 0.214 -2.158  -0.2120
C: -2.511 -0.279 -3.463  0.0376
C: -1.414 -0.900 -3.946  0.0376
C: -0.393 -0.807 -2.944  -0.2092
N: -0.888 -0.122 -1.862  -0.0240
C: -4.446 1.163 -1.860  -0.2285
C: -4.689 2.182 -2.774  -0.0223
C: -5.972 2.413 -3.247  -0.1351
C: -7.019 1.616 -2.805  -0.7380
I: -8.948 1.954 -3.514  0.9028
C: -6.790 0.594 -1.894  -0.1348
C: -5.503 0.371 -1.425  -0.0210
C: 1.572 1.404 3.668  0.0375
C: 2.638 0.704 3.221  0.0386
N: 1.700 -0.712 -0.839  -0.0320
H: 2.162 -1.453 -7.527  0.0983
H: 1.610 -0.275 -5.432  0.1286
H: 0.875 -4.026 -3.511  0.1283
H: 1.426 -5.210 -5.605  0.0981
H: 3.471 -2.463 -3.023  0.1272
H: 4.738 -2.024 -0.694  0.1272
H: 5.590 0.581 0.564  0.1291
H: 7.783 -0.039 1.506  0.0985
H: 5.903 -3.068 3.881  0.0984
H: 3.710 -2.440 2.939  0.1169
H: -1.327 0.905 5.156  0.1282
H: -1.876 2.116 7.234  0.0981
H: -1.307 5.846 5.204  0.0985
H: -0.762 4.631 3.129  0.1288
H: -3.317 2.973 2.741  0.1274
H: -4.635 2.398 0.474  0.1277
H: -3.472 -0.159 -3.934  0.1273
H: -1.290 -1.396 -4.894  0.1275
H: -3.870 2.804 -3.116  0.1288
H: -6.154 3.209 -3.955  0.0983
H: -7.606 -0.028 -1.553  0.0982
H: -5.320 -0.428 -0.716  0.1275
H: 1.459 1.923 4.605  0.1267
H: 3.579 0.530 3.715  0.1277
Cl: 0.726 -3.073 1.547  0.5514
C: -0.978 -3.393 1.907  -0.9851
Cl: -2.008 -2.000 1.535  0.5141
H: -1.067 -3.607 2.964  0.0301
H: -1.303 -4.228 1.299  0.0299

Its lowest unoccupied orbital energy is -4.24 eV. The net charge is +1. For the total energy, the calculation gives -114182.68373 eV. Its largest force on an atom is 0.001 hartree/bohr. Its spin multiplicity is 1. For the gap between HOMO and LUMO, the calculation gives 6.09 eV. The value obtained for the HOMO energy is -10.32 eV.

[3]
The following is a DFT calculation (ωB97M-V/def2-TZVPD) of the molecule C5H8FNS at a distorted geometry.

Last column: Löwdin charge in e.
Atoms and positions in Å:
C: 2.534 -0.853 -0.335  -0.0210
C: 1.124 -0.611 0.179  -0.3724
F: 0.880 -1.102 1.380  0.0789
C: 0.218 0.103 -0.436  -0.1227
N: -1.064 0.286 0.014  -0.2062
C: -1.523 1.670 0.262  -0.0170
C: -1.905 -0.738 0.214  -0.6790
S: -1.731 -2.354 -0.103  0.5924
H: 2.637 -0.416 -1.334  0.0739
H: 2.794 -1.952 -0.455  0.1006
H: 3.288 -0.450 0.421  0.1025
H: 0.507 0.705 -1.352  0.1552
H: -0.937 2.187 0.994  0.0828
H: -1.356 2.312 -0.582  0.0771
H: -2.605 1.682 0.457  0.0960
H: -2.860 -0.470 0.677  0.0589

Its lowest unoccupied orbital energy is 0.68 eV. As for the SMILES: C/C(F)=C/N(C)C=S. For the energy relative to the best compared isomer or geometry (same formula, charge and spin), the calculation gives 16.9 kcal/mol. For the total energy, the calculation gives -20356.26716 eV. Its largest force on an atom is 0.059 hartree/bohr. Its spin multiplicity is 1. For the gap between HOMO and LUMO, the calculation gives 8.76 eV. The value obtained for the HOMO energy is -8.08 eV.

[4]
The following is a DFT calculation (ωB97M-V/def2-TZVPD) of a structure of composition C40H64GeInN7S2Se at a distorted geometry.

Last column: Löwdin charge in e.
Atoms and positions in Å:
In: 0.244 -0.009 -0.365  0.9256
C: 3.331 -0.601 -0.711  -0.0591
C: 2.520 -1.730 -0.535  -0.1748
C: 1.525 -1.700 -1.596  -0.2649
C: 1.816 -0.497 -2.353  -0.1385
C: 2.947 0.135 -1.843  -0.2324
C: 3.752 1.238 -2.509  -0.5421
C: 4.885 0.551 -3.289  -0.0453
C: 4.378 2.203 -1.501  -0.0572
C: 2.901 2.040 -3.490  -0.0486
C: 0.642 -2.759 -2.274  -0.5319
C: -0.519 -2.102 -3.039  -0.0588
C: 1.524 -3.486 -3.308  -0.0296
C: 0.003 -3.811 -1.369  -0.0467
C: 2.851 -2.780 0.527  -0.5241
C: 3.366 -4.075 -0.121  -0.0384
C: 1.665 -3.070 1.450  -0.0592
C: 3.984 -2.278 1.434  -0.0664
H: 4.166 -0.339 -0.083  0.1037
H: 1.309 -0.205 -3.260  0.0969
H: 5.563 0.031 -2.609  0.0836
H: 5.463 1.288 -3.852  0.0816
H: 4.484 -0.184 -3.990  0.0848
H: 4.950 1.672 -0.738  0.0774
H: 3.619 2.799 -0.999  0.0383
H: 5.062 2.879 -2.020  0.0847
H: 2.528 1.417 -4.307  0.0857
H: 3.496 2.843 -3.930  0.0928
H: 2.055 2.500 -2.984  0.0422
H: -0.181 -1.393 -3.793  0.0736
H: -1.213 -1.591 -2.366  0.0528
H: -1.087 -2.879 -3.557  0.0895
H: 1.964 -2.772 -4.005  0.0895
H: 0.931 -4.206 -3.877  0.0858
H: 2.338 -4.022 -2.821  0.0741
H: -0.640 -3.344 -0.627  0.0507
H: 0.728 -4.434 -0.855  0.0601
H: -0.614 -4.473 -1.983  0.0929
H: 2.606 -4.601 -0.693  0.0525
H: 3.734 -4.759 0.647  0.0850
H: 4.192 -3.848 -0.798  0.0948
H: 0.819 -3.505 0.929  0.0469
H: 1.331 -2.143 1.917  0.0262
H: 1.962 -3.761 2.246  0.0923
H: 4.905 -2.109 0.876  0.0861
H: 4.189 -3.031 2.197  0.0841
H: 3.712 -1.348 1.938  0.0883
S: 1.660 2.061 0.908  0.6542
C: 0.596 3.029 -0.030  -0.8266
N: 0.900 3.858 -0.959  0.0615
N: -0.247 4.514 -1.523  0.0031
C: -0.597 4.143 -2.829  -0.2583
C: -1.320 5.043 -3.616  -0.0424
C: -1.755 4.678 -4.877  -0.1018
C: -1.469 3.418 -5.389  -0.1109
C: -0.733 2.533 -4.615  -0.0891
C: -0.300 2.883 -3.345  -0.0735
N: -0.784 2.693 0.228  -0.2598
N: -1.232 1.800 -0.611  -0.0385
C: -2.595 1.404 -0.507  -0.3027
C: -3.330 1.508 -1.682  0.0020
C: -4.677 1.182 -1.680  -0.0753
C: -5.287 0.736 -0.516  -0.1066
C: -4.539 0.592 0.645  -0.0823
C: -3.193 0.921 0.651  -0.0844
H: -0.101 5.513 -1.449  0.1236
H: -1.547 6.028 -3.226  0.1061
H: -2.319 5.388 -5.469  0.0984
H: -1.802 3.138 -6.379  0.0940
H: -0.487 1.551 -5.001  0.1019
H: 0.264 2.182 -2.750  0.0630
H: -2.836 1.872 -2.575  0.1102
H: -5.254 1.290 -2.590  0.1070
H: -6.343 0.498 -0.514  0.0967
H: -5.004 0.221 1.550  0.1084
H: -2.596 0.792 1.542  0.0803
C: 1.604 0.967 7.829  -0.2243
Ge: 1.124 1.242 5.957  0.7317
C: -0.449 2.390 5.866  -0.2214
C: 2.590 2.043 4.961  -0.2081
C: 0.748 -0.506 5.134  -0.5795
Se: -0.300 -0.373 3.489  0.8410
C: -2.056 -0.567 4.305  -0.3832
H: 1.861 1.921 8.291  0.0182
H: 2.463 0.303 7.924  0.0178
H: 0.769 0.535 8.381  0.0168
H: -0.211 3.362 6.299  0.0231
H: -1.287 1.969 6.423  0.0165
H: -0.748 2.539 4.830  -0.0017
H: 2.825 3.033 5.350  0.0230
H: 2.317 2.145 3.910  -0.0155
H: 3.485 1.425 5.033  0.0234
H: 0.240 -1.195 5.809  0.0182
H: 1.689 -0.973 4.838  0.0118
H: -2.271 0.281 4.951  0.0131
H: -2.099 -1.492 4.877  0.0246
H: -2.786 -0.613 3.500  0.0051
C: -1.383 3.177 1.460  -0.0231
H: -1.221 2.469 2.275  0.0513
H: -2.446 3.345 1.305  0.0962
H: -0.892 4.116 1.703  0.0995
C: -6.341 -2.600 -1.048  -0.1027
C: -4.914 -2.559 -1.588  -0.2326
C: -3.877 -2.532 -0.512  -0.5975
N: -2.932 -1.668 -0.439  0.0173
N: -2.074 -1.872 0.616  -0.0179
C: -2.420 -2.892 1.341  -0.7252
N: -1.699 -3.333 2.403  0.1012
S: -3.836 -3.710 0.775  1.1023
H: -7.058 -2.613 -1.869  0.0775
H: -6.546 -1.729 -0.427  0.0555
H: -6.515 -3.491 -0.444  0.0619
H: -4.744 -1.668 -2.193  0.1048
H: -4.738 -3.428 -2.228  0.1135
H: -1.011 -2.684 2.772  0.0101
H: -2.116 -3.985 3.042  0.0948

Its lowest unoccupied orbital energy (alpha / beta) is -0.58 / -0.58 eV. For the energy relative to the best compared isomer or geometry (same formula, charge and spin), the calculation gives 47.1 kcal/mol. For the total energy, the calculation gives -201652.67796 eV. Its largest force on an atom is 0.033 hartree/bohr. Its spin multiplicity is 1. For the gap between HOMO and LUMO (alpha / beta), the calculation gives 5.61 / 5.61 eV. The value obtained for the HOMO energy (alpha / beta) is -6.19 / -6.19 eV.